[1]
Formula: C4H10N2O
Source: OMol25
Level of theory: the ωB97M-V functional and the def2-TZVPD basis

Cartesian coordinates (Å):
1 C -0.3798 -0.2380 -0.6280
2 N 0.5130 -0.3009 0.5707
3 C 1.0498 0.9980 0.8120
4 N 2.1510 1.2603 0.0653
5 O 0.5651 1.7741 1.5995
6 C -0.9587 -1.5457 -1.1571
7 C -2.4618 -1.6662 -0.8906
8 H -1.1549 0.4975 -0.3719
9 H 0.2233 0.1961 -1.4327
10 H -0.1092 -0.3691 1.3770
11 H 2.5863 0.5180 -0.4473
12 H 2.6665 2.1248 0.0644
13 H -0.5660 -2.3299 -0.4939
14 H -0.7085 -1.7759 -2.1867
15 H -2.8090 -1.3378 0.0929
16 H -2.8292 -2.6730 -1.0741
17 H -2.9771 -0.9507 -1.5510

Calculated values
structure (SMILES) = CCCNC(N)=O
charge = 0
Kohn-Sham gap = 0.3877 hartree


[2]
Formula: C4H10N2O
Source: OMol25
Level of theory: the ωB97M-V functional and the def2-TZVPD basis

Cartesian coordinates (Å):
1 C -1.9846 -0.5911 -1.7585
2 N 0.4888 -0.7973 -1.4611
3 C -0.0705 -0.1305 -0.5285
4 O -1.4041 0.0570 -0.6082
5 N 0.5307 0.4723 0.5651
6 C -0.2091 0.9187 1.7338
7 C 1.9060 0.0883 0.8115
8 H -2.0542 -1.6713 -1.5887
9 H -2.9687 -0.1426 -1.8661
10 H -1.3973 -0.4522 -2.6727
11 H 1.4867 -0.8794 -1.3652
12 H -0.3759 0.1128 2.4652
13 H -1.1708 1.3341 1.4366
14 H 0.3687 1.7054 2.2344
15 H 2.5113 0.2342 -0.0879
16 H 2.3245 0.7295 1.5906
17 H 2.0000 -0.9608 1.1337

Calculated values
structure (SMILES) = [H]/N=C(/OC)N(C)C
charge = 0
Kohn-Sham gap = 0.3554 hartree


[3]
Formula: C4H10N2O
Source: OMol25
Level of theory: the ωB97M-V functional and the def2-TZVPD basis

Cartesian coordinates (Å):
1 C -0.3537 -0.0991 0.6720
2 N -0.7229 0.6650 -0.4823
3 N -1.2170 1.8876 1.8663
4 C -0.3466 1.3570 0.9153
5 O -1.2819 -0.8791 1.3633
6 H -2.1030 -0.9500 0.8605
7 H -1.7262 0.7044 -0.6474
8 H 0.2117 -0.6674 -1.6456
9 H -1.6028 2.7978 1.6491
10 H -1.8915 1.2220 2.2232
11 H 0.5812 1.9041 0.8038
12 C 1.0477 -1.5061 -1.6001
13 C 2.3245 -1.1955 -1.7084
14 H 3.1160 -1.8836 -1.4465
15 H 0.7418 -2.4836 -1.2616
16 H 0.5770 -0.6413 0.5134
17 H 2.6456 -0.2321 -2.0751

Calculated values
structure (SMILES) = N[C@@H]1N[C@@H]1O.C=C
charge = 0
Kohn-Sham gap = 0.3537 hartree


[4]
Formula: C4H10N2O
Source: OMol25
Level of theory: the ωB97M-V functional and the def2-TZVPD basis

Cartesian coordinates (Å):
1 C 0.8000 -2.3811 0.8109
2 C 0.9143 -1.1169 -0.0455
3 N -0.1380 -0.1395 0.3074
4 C 0.2566 1.2226 -0.0866
5 C -0.9786 2.0941 -0.2126
6 N -1.7911 1.6765 -1.2473
7 O -1.1110 3.1604 0.3400
8 H -0.1417 -2.8790 0.5905
9 H 0.8566 -2.1350 1.8720
10 H 1.6089 -3.0459 0.5299
11 H 0.7356 -1.4104 -1.0816
12 H 1.9209 -0.7077 0.0493
13 H -0.1135 -0.1388 1.3245
14 H 0.8005 1.1587 -1.0275
15 H 0.9558 1.7296 0.5868
16 H -1.9690 0.6810 -1.2544
17 H -2.6064 2.2312 -1.4558

Calculated values
structure (SMILES) = CCNCC(N)=O
charge = 0
Kohn-Sham gap = 0.3860 hartree


[5]
Formula: C4H10N2O
Source: OMol25
Level of theory: the ωB97M-V functional and the def2-TZVPD basis

Cartesian coordinates (Å):
1 C 1.1175 1.8923 0.0197
2 C 0.4299 0.6197 -0.4853
3 C 0.0931 -0.3406 0.6561
4 C -0.4174 -1.5750 -0.0365
5 N -1.0158 -2.4540 0.9100
6 O -0.1738 -1.7588 -1.2111
7 N -0.9920 0.9930 -1.0341
8 H 0.6720 1.9941 0.9328
9 H 1.0028 2.7380 -0.8168
10 H 2.2594 1.6297 0.1503
11 H 1.1496 0.1522 -1.1988
12 H 1.0114 -0.7352 1.0551
13 H -0.6829 0.1302 1.3343
14 H -1.3472 -3.3694 0.8345
15 H -0.8081 -2.2372 1.8630
16 H -1.2144 0.3857 -1.8929
17 H -1.0840 1.9354 -1.0803

Calculated values
structure (SMILES) = C[C@H](N)CC(N)=O
charge = 0
Kohn-Sham gap = 0.3698 hartree


[6]
Formula: C4H10N2O
Source: OMol25
Level of theory: the ωB97M-V functional and the def2-TZVPD basis

Cartesian coordinates (Å):
1 C 2.0074 -1.1299 0.7508
2 N 1.3278 -0.5880 -0.5091
3 C -0.9352 -1.5793 0.1452
4 C -0.1425 -0.3593 -0.5721
5 C -0.6648 0.9645 0.0743
6 N -0.0369 2.1053 -0.3742
7 O -1.8306 0.9753 0.5291
8 H 1.7465 -2.2442 0.8242
9 H 1.5177 -0.7228 1.5186
10 H 3.1266 -0.8858 0.7618
11 H 1.4977 -1.2171 -1.2485
12 H -0.8044 -1.5319 1.2470
13 H -1.9859 -1.4839 -0.0632
14 H -0.6043 -2.4562 -0.3525
15 H -0.5854 -0.2029 -1.5728
16 H 0.7065 2.0033 -1.1200
17 H -0.5955 2.9417 -0.4335

Calculated values
structure (SMILES) = CN[C@@H](C)C(N)=O
charge = 0
Kohn-Sham gap = 0.3553 hartree


Energy relative to the best compared isomer or geometry (same formula, charge and spin), respectively: 0.8301 1.6664 3.9103 0.9621 2.0310 2.0107 eV.
Max |F|, respectively: 2.710 0.464 2.879 1.660 6.037 4.679 eV/Å.